Entry 1:
{"formula": "C33H40FN6O10PSbScSe4", "method": "the ωB97M-V functional and the def2-TZVPD basis", "elements": ["Sc", "O", "C", "O", "C", "C", "C", "C", "C", "N", "C", "O", "O", "H", "H", "H", "H", "H", "C", "C", "N", "C", "C", "C", "O", "O", "C", "O", "C", "C", "C", "F", "C", "C", "C", "N", "C", "C", "N", "C", "C", "H", "H", "H", "H", "H", "H", "H", "H", "H", "H", "H", "H", "H", "H", "H", "H", "H", "H", "Se", "Sb", "Se", "Se", "Se", "O", "C", "N", "C", "O", "C", "C", "C", "C", "N", "C", "H", "H", "H", "H", "H", "H", "H", "H", "C", "P", "C", "C", "O", "H", "H", "H", "H", "H", "H", "H", "H", "H"], "coordinates": [[-0.751, 0.230, 1.150], [-2.157, 4.260, 1.980], [-1.963, 3.024, 1.580], [-1.077, 2.308, 2.018], [-2.858, 2.543, 0.509], [-3.711, 3.325, -0.239], [-4.346, 2.738, -1.330], [-4.068, 1.424, -1.644], [-3.197, 0.713, -0.826], [-2.619, 1.265, 0.235], [-2.729, -0.687, -1.053], [-3.162, -1.357, -2.106], [-1.972, -1.223, -0.272], [-1.455, 4.486, 2.609], [-3.851, 4.366, 0.004], [-4.982, 3.333, -1.969], [-4.495, 0.993, -2.539], [-3.526, -0.758, -2.771], [5.837, 0.930, -1.936], [4.526, 1.505, -1.432], [3.664, 0.490, -0.796], [3.456, 0.550, 0.526], [2.476, -0.151, 1.182], [2.020, 0.284, 2.556], [2.836, 0.443, 3.459], [0.755, 0.481, 2.659], [1.684, -1.029, 0.419], [0.561, -1.477, 0.831], [2.077, -1.293, -0.942], [1.280, -2.149, -1.711], [1.296, -2.057, -3.062], [0.476, -2.870, -3.763], [2.070, -1.088, -3.737], [2.945, -0.330, -2.981], [2.949, -0.408, -1.579], [1.953, -0.824, -5.123], [1.669, 0.580, -5.460], [2.404, 0.925, -6.740], [2.523, -0.366, -7.526], [1.251, -1.155, -7.417], [1.121, -1.673, -5.973], [6.422, 1.719, -2.409], [5.680, 0.138, -2.669], [6.424, 0.515, -1.115], [3.932, 1.990, -2.210], [4.707, 2.267, -0.677], [4.035, 1.292, 1.059], [0.559, -2.792, -1.228], [3.534, 0.422, -3.482], [1.961, 1.276, -4.672], [0.588, 0.732, -5.558], [3.419, 1.287, -6.575], [1.855, 1.638, -7.351], [3.256, -0.912, -7.071], [2.784, -0.196, -8.494], [1.284, -1.966, -8.142], [0.446, -0.472, -7.679], [1.453, -2.708, -5.912], [0.063, -1.622, -5.701], [-1.609, 4.720, -2.178], [-0.333, 2.785, -2.884], [0.375, 1.347, -0.862], [-1.592, 1.089, -4.149], [1.881, 3.431, -3.707], [1.988, 1.386, 6.049], [1.291, 0.220, 6.367], [-0.002, 0.176, 5.695], [-1.179, 0.128, 6.367], [-1.279, -0.150, 7.553], [-2.404, 0.395, 5.542], [-3.630, -0.127, 5.932], [-4.734, 0.096, 5.126], [-4.569, 0.838, 3.964], [-3.408, 1.376, 3.598], [-2.358, 1.157, 4.387], [2.362, 1.279, 5.152], [1.101, 0.211, 7.436], [1.875, -0.663, 6.091], [0.014, 0.367, 4.699], [-3.691, -0.691, 6.854], [-5.707, -0.295, 5.391], [-5.406, 1.008, 3.295], [-1.430, 1.625, 4.081], [-2.656, -3.204, 4.102], [-1.409, -2.659, 2.931], [-1.501, -3.791, 1.546], [0.172, -2.909, 3.724], [-1.657, -1.226, 2.528], [-2.532, -4.271, 4.298], [-3.649, -3.019, 3.695], [-2.553, -2.654, 5.038], [-1.300, -4.809, 1.883], [-0.767, -3.484, 0.804], [-2.492, -3.738, 1.098], [0.242, -3.926, 4.111], [0.272, -2.196, 4.542], [0.962, -2.729, 2.996]], "lumo_ev": -0.8, "charge": 0, "homo_lumo_gap_ev": 5.45, "energy_ha": -13410.74614, "mol_weight_g_mol": 1213.2}

Entry 2:
{"formula": "C33H40IN4OPTi", "method": "the ωB97M-V functional and the def2-TZVPD basis", "elements": ["Ti", "C", "C", "N", "C", "C", "N", "C", "C", "N", "H", "H", "H", "H", "H", "H", "H", "H", "H", "H", "H", "H", "H", "H", "H", "C", "C", "C", "C", "C", "C", "P", "C", "C", "C", "C", "C", "C", "C", "C", "C", "C", "C", "C", "H", "H", "H", "H", "H", "H", "H", "H", "H", "H", "H", "H", "H", "H", "C", "C", "C", "C", "C", "C", "C", "H", "H", "H", "H", "H", "H", "H", "N", "C", "O", "C", "I", "H", "H", "H", "H"], "coordinates": [[1.027, -1.028, -0.707], [2.111, -3.643, -1.830], [2.644, -3.808, -0.404], [2.062, -2.799, 0.517], [1.230, -3.358, 1.599], [-0.078, -2.589, 1.754], [-0.599, -2.124, 0.456], [-1.263, -3.131, -0.396], [-0.253, -3.936, -1.199], [0.761, -3.045, -1.785], [2.728, -2.972, -2.431], [2.100, -4.609, -2.345], [2.428, -4.804, -0.014], [3.728, -3.710, -0.419], [2.818, -2.250, 0.908], [1.021, -4.403, 1.371], [1.762, -3.351, 2.552], [-0.818, -3.206, 2.275], [0.090, -1.693, 2.351], [-1.311, -1.435, 0.678], [-1.900, -3.794, 0.198], [-1.909, -2.578, -1.081], [0.246, -4.661, -0.559], [-0.768, -4.512, -1.971], [0.514, -2.804, -2.744], [-4.457, -1.243, 3.389], [-3.322, -0.652, 3.926], [-2.454, 0.068, 3.115], [-2.708, 0.202, 1.750], [-3.847, -0.410, 1.221], [-4.722, -1.119, 2.032], [-1.611, 1.061, 0.541], [-2.207, 2.785, 0.653], [-1.380, 3.794, 0.156], [-1.804, 5.112, 0.153], [-3.065, 5.441, 0.635], [-3.896, 4.444, 1.122], [-3.470, 3.122, 1.132], [-0.013, 1.144, 1.427], [0.158, 2.003, 2.517], [1.357, 2.042, 3.204], [2.407, 1.237, 2.782], [2.248, 0.416, 1.677], [1.040, 0.332, 0.965], [-5.132, -1.801, 4.025], [-3.111, -0.747, 4.984], [-1.572, 0.522, 3.547], [-4.048, -0.325, 0.157], [-5.606, -1.576, 1.606], [-0.399, 3.545, -0.233], [-1.151, 5.884, -0.233], [-3.397, 6.471, 0.630], [-4.879, 4.693, 1.501], [-4.125, 2.355, 1.527], [-0.655, 2.654, 2.819], [1.480, 2.707, 4.050], [3.360, 1.274, 3.295], [3.119, -0.135, 1.336], [0.153, -0.370, -2.494], [0.144, 1.096, -2.742], [1.314, 1.724, -3.179], [1.334, 3.084, -3.451], [0.180, 3.845, -3.313], [-0.998, 3.225, -2.920], [-1.014, 1.869, -2.632], [0.822, -0.847, -3.228], [-0.849, -0.809, -2.583], [2.185, 1.110, -3.387], [2.248, 3.544, -3.808], [0.192, 4.904, -3.538], [-1.912, 3.801, -2.835], [-1.942, 1.393, -2.339], [4.113, 1.102, -1.115], [4.005, -0.275, -1.253], [2.732, -0.699, -1.039], [5.009, -1.127, -1.438], [2.730, -1.774, -4.769], [3.279, 1.603, -1.385], [4.944, 1.486, -1.536], [4.813, -2.178, -1.577], [6.008, -0.761, -1.623]], "lumo_ev": -0.2, "charge": 0, "homo_lumo_gap_ev": 6.39, "energy_ha": -3064.31212, "mol_weight_g_mol": 714.5}

Entry 3:
{"formula": "C33H41GeN4OS3ScSe", "method": "the ωB97M-V functional and the def2-TZVPD basis", "elements": ["Sc", "C", "C", "N", "N", "C", "S", "S", "C", "C", "C", "C", "C", "C", "C", "C", "C", "C", "C", "C", "C", "O", "H", "H", "H", "H", "H", "H", "H", "H", "H", "H", "H", "H", "H", "H", "C", "N", "C", "C", "N", "C", "S", "H", "H", "H", "H", "H", "H", "H", "H", "C", "C", "C", "C", "C", "C", "C", "C", "H", "H", "H", "H", "H", "C", "Ge", "C", "C", "C", "Se", "C", "H", "H", "H", "H", "H", "H", "H", "H", "H", "H", "H", "H", "H", "H"], "coordinates": [[-0.713, 0.609, -1.007], [0.513, -2.823, -3.567], [-0.084, -1.448, -3.262], [0.276, -0.901, -2.108], [1.382, -1.418, -1.343], [2.122, -0.429, -0.803], [1.754, 1.292, -0.841], [3.691, -0.779, 0.043], [3.775, -2.602, 0.068], [3.978, -3.278, -1.278], [4.429, -2.597, -2.425], [4.572, -3.201, -3.643], [4.244, -4.560, -3.765], [3.840, -5.261, -2.630], [3.728, -4.678, -1.396], [-0.879, -0.806, -4.236], [-0.955, -1.405, -5.584], [-1.560, -0.676, -6.583], [-2.169, 0.568, -6.346], [-2.071, 1.177, -5.112], [-1.356, 0.608, -4.052], [-1.079, 1.219, -2.929], [1.045, -3.197, -2.690], [1.229, -2.626, -4.394], [-0.300, -3.517, -3.842], [2.861, -3.038, 0.503], [4.614, -2.821, 0.725], [4.853, -1.579, -2.254], [4.814, -2.557, -4.494], [4.414, -5.092, -4.683], [3.690, -6.339, -2.684], [3.548, -5.261, -0.539], [-0.561, -2.401, -5.737], [-1.574, -1.001, -7.643], [-2.743, 1.013, -7.165], [-2.660, 2.115, -4.944], [-5.111, -0.077, 1.458], [-4.082, 0.981, 1.227], [-4.444, 2.298, 1.698], [-3.136, 3.053, 2.121], [-3.022, 3.149, -0.485], [-3.198, 0.882, 0.206], [-3.014, -0.576, -0.673], [-5.290, -0.102, 2.570], [-4.748, -1.072, 1.137], [-6.047, 0.139, 0.955], [-5.271, 2.254, 2.416], [-4.887, 2.971, 0.891], [-2.566, 2.587, 2.912], [-3.390, 4.027, 2.497], [-2.406, 3.576, -1.192], [-2.269, 1.995, -0.140], [-2.242, 3.199, 0.835], [-1.125, 4.154, 0.775], [-0.967, 5.222, 1.640], [0.095, 6.065, 1.520], [1.012, 5.963, 0.493], [0.811, 4.907, -0.417], [-0.265, 4.053, -0.335], [-1.627, 5.337, 2.512], [0.268, 6.844, 2.321], [1.861, 6.620, 0.500], [1.541, 4.711, -1.250], [-0.423, 3.218, -1.039], [2.304, -1.848, 5.195], [0.884, -0.453, 4.723], [-0.780, -1.371, 5.272], [0.855, 1.135, 5.933], [0.913, 0.272, 2.792], [-0.598, -0.630, 1.980], [-0.021, -2.424, 1.539], [3.009, -1.590, 6.000], [2.951, -1.968, 4.259], [1.866, -2.852, 5.467], [-0.607, -1.809, 6.254], [-1.173, -2.161, 4.565], [-1.492, -0.600, 5.385], [1.888, 1.392, 6.378], [0.220, 0.922, 6.779], [0.501, 2.101, 5.364], [1.840, 0.253, 2.285], [0.516, 1.282, 2.946], [1.004, -2.657, 1.748], [-0.146, -2.667, 0.425], [-0.658, -3.016, 2.197]], "lumo_ev": -0.1, "charge": 0, "homo_lumo_gap_ev": 7.56, "energy_ha": -8009.94983, "mol_weight_g_mol": 802.4}